Molecular formula: C18H48Be3N4O8
Method: DFT, ωB97M-V with the def2-TZVPD basis set

## Properties
- E_HOMO (spin up / spin down): -0.5576 / -0.6412 Eh
- Spin multiplicity: 2
- Total energy: -42955.910 eV
- Expectation value of S²: 0.76
- Total charge: +3

```
81
Properties=species:S:1:pos:R:3:lowdin_spin:R:1
Be 10.22 20.22 -17.80 0.18
Be 11.63 20.94 -22.78 0.54
Be 8.57 24.16 -20.26 0.01
C 9.88 21.53 -20.50 0.02
O 10.45 20.44 -20.51 0.04
O 9.92 22.31 -21.45 0.03
O 9.35 21.91 -19.48 0.02
C 7.27 28.56 -21.41 0.00
C 7.64 27.10 -21.31 0.00
C 8.85 26.76 -22.29 0.00
O 9.15 25.37 -22.29 0.00
C 10.36 25.12 -23.07 0.00
N 7.99 26.63 -19.98 0.00
H 8.18 29.14 -21.60 0.00
H 6.80 28.91 -20.49 0.00
H 6.64 28.73 -22.29 0.00
H 6.94 26.37 -21.73 0.00
H 9.74 27.33 -22.01 0.00
H 8.67 27.19 -23.28 0.00
H 10.54 25.80 -23.91 0.00
H 10.25 24.10 -23.43 0.00
H 11.19 25.06 -22.37 0.00
H 7.28 27.02 -19.37 0.00
H 8.84 27.14 -19.74 0.00
C 5.91 21.25 -21.41 0.00
C 5.88 22.63 -21.94 0.00
C 5.32 23.57 -20.94 0.00
O 6.18 23.97 -19.84 0.00
C 5.37 24.73 -18.95 0.00
N 7.26 23.00 -22.20 0.00
H 4.90 20.86 -21.32 0.00
H 6.35 21.21 -20.41 0.00
H 6.46 20.61 -22.10 0.00
H 5.24 22.50 -22.81 0.00
H 4.39 23.17 -20.55 0.00
H 5.12 24.51 -21.46 0.00
H 5.90 24.99 -18.04 0.00
H 4.49 24.17 -18.63 0.00
H 5.01 25.64 -19.43 0.00
H 7.70 22.22 -22.67 0.00
H 7.29 23.69 -22.93 0.00
C 7.54 19.75 -24.63 0.00
C 8.84 19.68 -23.87 0.00
C 9.53 18.34 -23.94 0.00
O 10.62 18.43 -22.98 0.04
C 11.18 17.15 -22.77 0.00
N 9.67 20.67 -24.47 0.05
H 6.95 20.60 -24.27 0.00
H 6.92 18.86 -24.54 0.00
H 7.69 19.68 -25.71 0.00
H 8.66 19.91 -22.82 0.00
H 9.82 17.91 -24.90 0.00
H 8.86 17.61 -23.50 0.00
H 12.04 17.16 -22.09 0.00
H 11.53 16.79 -23.74 0.00
H 10.45 16.48 -22.33 0.00
H 9.13 21.52 -24.55 0.00
H 9.67 20.40 -25.45 0.00
C 10.92 16.19 -17.74 0.00
C 11.18 17.08 -18.99 0.00
C 9.90 17.43 -19.71 0.00
O 8.99 18.19 -18.90 0.02
C 7.84 18.61 -19.63 0.00
N 11.85 18.26 -18.52 0.02
H 10.11 16.44 -17.05 0.00
H 11.81 15.91 -17.18 0.00
H 10.45 15.31 -18.19 0.00
H 11.79 16.56 -19.73 0.00
H 9.37 16.53 -20.04 0.00
H 10.03 18.02 -20.62 0.00
H 7.24 17.76 -19.96 0.00
H 8.02 19.12 -20.57 0.00
H 7.16 19.24 -19.05 0.00
H 12.63 17.87 -18.01 0.00
H 12.26 18.58 -19.38 0.00
C 8.76 25.61 -16.85 0.00
O 8.55 24.50 -17.74 0.00
H 8.61 26.53 -17.41 0.00
H 8.04 25.71 -16.04 0.00
H 9.80 25.67 -16.53 0.00
H 8.82 23.72 -17.26 0.00
```